[1]
{"formula": "C14H28Cl14", "method": "ωB97M-V with the def2-TZVPD basis set", "species": ["Cl", "C", "C", "Cl", "H", "H", "H", "H", "Cl", "C", "C", "Cl", "H", "H", "H", "H", "Cl", "C", "C", "Cl", "H", "H", "H", "H", "Cl", "C", "C", "Cl", "H", "H", "H", "H", "Cl", "C", "C", "Cl", "H", "H", "H", "H", "Cl", "C", "C", "Cl", "H", "H", "H", "H", "Cl", "C", "C", "Cl", "H", "H", "H", "H"], "positions_angstrom": [[-1.920, 1.005, -2.939], [-3.165, -0.304, -2.563], [-3.444, -0.486, -1.064], [-3.950, 1.038, -0.296], [-2.848, -1.223, -3.056], [-4.067, -0.051, -3.120], [-2.509, -0.807, -0.604], [-4.231, -1.181, -0.774], [-0.269, -4.393, 1.139], [0.181, -2.908, 1.934], [0.040, -2.918, 3.448], [0.602, -1.368, 4.137], [-0.440, -2.172, 1.425], [1.216, -2.593, 1.799], [0.651, -3.735, 3.830], [-0.967, -3.110, 3.817], [-1.493, -0.976, 0.921], [-0.773, -0.057, -0.392], [0.695, 0.232, -0.104], [1.609, -1.221, -0.012], [-1.284, 0.905, -0.449], [-0.905, -0.591, -1.333], [0.716, 0.767, 0.845], [1.113, 0.772, -0.953], [-1.355, 2.781, 3.771], [-1.632, 1.402, 2.653], [-2.936, 1.498, 1.943], [-4.369, 1.644, 2.986], [-1.733, 0.480, 3.225], [-0.763, 1.229, 2.018], [-3.124, 0.540, 1.457], [-2.878, 2.245, 1.152], [5.532, 4.086, 0.343], [3.899, 3.301, 0.120], [3.784, 2.337, 1.275], [2.232, 1.491, 1.046], [3.956, 2.909, -0.896], [3.153, 4.095, 0.093], [3.598, 2.862, 2.212], [4.610, 1.661, 1.497], [3.083, 0.146, -2.075], [2.220, 1.722, -1.956], [2.948, 2.789, -2.845], [2.442, 4.405, -2.271], [2.082, 2.015, -0.915], [1.242, 1.588, -2.418], [2.792, 2.718, -3.921], [4.032, 2.742, -2.732], [-2.955, -2.723, -1.170], [-1.504, -3.796, -1.198], [-0.169, -3.117, -1.456], [-0.107, -2.310, -3.046], [-1.748, -4.550, -1.947], [-1.519, -4.385, -0.280], [0.461, -3.989, -1.630], [0.169, -2.438, -0.674]], "mulliken_charge": [-0.148, -0.534, 1.160, -0.279, 0.347, 0.431, -2.173, 0.783, -0.311, 1.360, -0.648, -0.173, -1.484, 0.362, 0.433, 0.334, -0.119, -1.562, 2.744, -0.224, 1.224, 0.343, -0.082, -2.237, -0.220, 0.606, 0.100, -0.193, 0.300, -0.835, -0.197, 0.481, -0.228, 0.123, -0.596, -0.001, -0.339, 0.391, 0.354, 0.343, -0.127, 0.046, -0.603, -0.180, 0.032, 0.373, 0.452, 0.440, -0.168, -0.660, 0.408, -0.169, 0.584, 0.356, 0.479, -0.898], "relative_energy_kj_mol": 1040.83, "mol_weight_g_mol": 692.72, "lumo_ev": 0.29, "homo_ev": -9.50, "gap_ev": 9.8, "multiplicity": 1}

[2]
{"formula": "C36H49BeCl2GeN6O3P2Se", "method": "ωB97M-V with the def2-TZVPD basis set", "species": ["Be", "C", "N", "C", "P", "O", "O", "P", "O", "N", "C", "C", "N", "C", "C", "N", "C", "C", "H", "H", "H", "H", "H", "H", "H", "H", "H", "H", "H", "H", "H", "H", "H", "H", "H", "H", "H", "H", "H", "H", "H", "H", "Cl", "C", "Cl", "H", "H", "C", "Ge", "C", "C", "C", "C", "C", "C", "C", "C", "C", "C", "C", "C", "C", "C", "C", "C", "C", "C", "H", "H", "H", "H", "H", "H", "H", "H", "H", "H", "H", "H", "H", "H", "H", "C", "N", "C", "Se", "N", "C", "C", "C", "C", "C", "C", "H", "H", "H", "H", "H", "H", "H", "H"], "positions_angstrom": [[0.336, -0.256, -0.450], [1.323, -2.838, 3.065], [1.336, -1.403, 2.797], [0.122, -0.722, 3.285], [2.083, -0.754, 1.512], [1.350, 0.336, 0.817], [2.386, -2.019, 0.518], [2.307, -1.944, -1.085], [1.638, -0.720, -1.595], [3.939, -1.857, -1.435], [4.837, -2.831, -0.837], [4.231, -1.617, -2.844], [1.659, -3.337, -1.630], [0.598, -3.282, -2.650], [1.591, -4.521, -0.788], [3.576, -0.221, 1.949], [4.279, 0.724, 1.092], [4.421, -1.025, 2.806], [1.552, -3.017, 4.120], [2.060, -3.356, 2.454], [0.328, -3.231, 2.841], [0.127, -0.752, 4.378], [-0.753, -1.231, 2.877], [0.110, 0.313, 2.952], [4.507, -3.092, 0.166], [5.841, -2.405, -0.765], [4.900, -3.750, -1.436], [3.461, -0.983, -3.281], [4.288, -2.555, -3.410], [5.188, -1.097, -2.933], [0.603, -2.314, -3.143], [-0.378, -3.399, -2.175], [0.785, -4.064, -3.390], [2.239, -4.423, 0.083], [1.897, -5.405, -1.354], [0.562, -4.649, -0.433], [3.559, 1.283, 0.500], [4.973, 0.212, 0.415], [4.842, 1.421, 1.716], [3.811, -1.642, 3.464], [5.036, -0.373, 3.431], [5.091, -1.675, 2.228], [-0.496, 2.920, 0.833], [-0.681, 4.643, 1.085], [0.812, 5.458, 1.672], [-1.440, 4.829, 1.835], [-0.937, 5.119, 0.145], [-1.200, 0.247, -0.716], [-1.951, 0.242, -2.432], [-3.754, 1.123, -2.533], [-4.894, 0.568, -3.107], [-6.109, 1.249, -3.123], [-6.204, 2.515, -2.565], [-5.078, 3.089, -1.986], [-3.876, 2.396, -1.969], [-2.313, -1.462, -3.401], [-1.810, -1.746, -4.669], [-2.023, -2.978, -5.280], [-2.753, -3.961, -4.625], [-3.270, -3.698, -3.361], [-3.050, -2.465, -2.763], [-0.967, 1.395, -3.730], [0.335, 1.808, -3.453], [1.049, 2.598, -4.347], [0.473, 2.986, -5.549], [-0.826, 2.589, -5.842], [-1.534, 1.810, -4.936], [-4.841, -0.418, -3.557], [-6.980, 0.789, -3.576], [-7.147, 3.049, -2.576], [-5.141, 4.077, -1.542], [-3.009, 2.842, -1.490], [-1.229, -0.993, -5.193], [-1.617, -3.170, -6.268], [-2.917, -4.924, -5.094], [-3.834, -4.460, -2.834], [-3.432, -2.289, -1.763], [0.788, 1.505, -2.515], [2.058, 2.915, -4.104], [1.028, 3.599, -6.251], [-1.289, 2.893, -6.775], [-2.556, 1.524, -5.169], [-3.963, -2.009, 1.947], [-3.415, -3.349, 1.853], [-2.271, -3.713, 2.485], [-1.107, -1.763, 0.032], [-2.023, -4.963, 1.986], [-2.944, -5.359, 1.029], [-3.079, -6.490, 0.242], [-4.156, -6.534, -0.633], [-5.065, -5.477, -0.714], [-4.928, -4.345, 0.076], [-3.850, -4.303, 0.949], [-3.140, -1.325, 2.135], [-4.719, -1.947, 2.732], [-4.402, -1.731, 0.990], [-1.161, -5.442, 2.173], [-2.368, -7.306, 0.295], [-4.289, -7.400, -1.269], [-5.889, -5.540, -1.413], [-5.625, -3.521, 0.002]], "mulliken_charge": [2.039, -0.415, 0.431, -0.894, -0.758, -0.705, 0.891, -0.543, -0.362, 0.519, -1.077, -1.110, 0.598, -0.909, -0.753, 0.342, -0.916, -0.962, 0.356, 0.221, -0.100, 0.398, 0.159, 0.303, 0.172, 0.366, 0.302, 0.246, 0.292, 0.360, 0.210, 0.101, 0.486, 0.234, 0.320, 0.127, 0.203, 0.244, 0.383, 0.256, 0.364, 0.250, -0.011, -0.444, -0.232, 0.310, 0.281, 0.213, 0.457, -0.280, -0.010, -0.681, -0.391, -0.551, -0.402, -0.076, -0.292, -0.665, -0.565, -0.296, -0.122, -0.265, -0.057, -0.801, -0.393, -0.722, -0.228, 0.240, 0.372, 0.346, 0.366, 0.346, 0.360, 0.312, 0.349, 0.149, 0.294, -0.004, 0.389, 0.349, 0.376, 0.424, -0.873, 0.572, -1.049, -1.050, 0.125, 0.424, -0.900, -0.315, -0.753, -0.389, 0.479, 0.171, 0.340, 0.302, 0.249, 0.406, 0.378, 0.321, 0.449], "relative_energy_kj_mol": 0.00, "mol_weight_g_mol": 907.26, "lumo_ev": 2.15, "homo_ev": -1.78, "charge": -1, "gap_ev": 3.9, "multiplicity": 1}

[3]
{"formula": "C17H55F3O19Sn", "method": "ωB97M-V with the def2-TZVPD basis set", "species": ["Sn", "C", "C", "C", "O", "H", "H", "H", "H", "H", "H", "H", "C", "O", "O", "C", "F", "F", "F", "C", "C", "H", "H", "H", "H", "H", "H", "O", "H", "H", "O", "H", "H", "O", "H", "H", "O", "H", "H", "O", "H", "H", "O", "H", "H", "C", "C", "O", "O", "H", "H", "H", "H", "H", "H", "C", "C", "O", "O", "H", "H", "H", "H", "H", "H", "C", "C", "O", "O", "H", "H", "H", "H", "H", "H", "C", "C", "O", "O", "H", "H", "H", "H", "H", "H", "C", "C", "O", "O", "H", "H", "H", "H", "H", "H"], "positions_angstrom": [[0.721, -0.450, 0.014], [-4.275, -1.469, -0.200], [-2.977, -2.260, -0.227], [-2.401, -2.152, -1.669], [-2.102, -1.836, 0.831], [-4.980, -1.823, -0.952], [-4.064, -0.425, -0.432], [-4.705, -1.469, 0.802], [-3.171, -3.301, 0.030], [-2.482, -1.087, -1.889], [-3.045, -2.632, -2.405], [-1.398, -2.547, -1.829], [4.257, -0.652, 1.199], [3.820, -0.314, -0.140], [3.275, -0.112, 2.074], [4.728, -2.168, 1.445], [5.353, -2.474, 2.621], [3.677, -2.974, 1.407], [5.573, -2.461, 0.453], [4.821, -0.100, -1.155], [4.162, -0.467, -2.438], [4.066, -1.532, -2.650], [3.173, -0.021, -2.538], [4.642, -0.010, -3.303], [5.716, -0.721, -1.122], [5.218, 0.913, -1.225], [5.149, -0.052, 1.377], [-0.888, 1.168, -2.043], [-0.827, 2.116, -2.163], [-1.352, 0.857, -2.820], [0.640, -3.482, -0.454], [1.037, -4.176, -0.979], [0.056, -3.942, 0.149], [0.669, -1.330, 2.944], [1.564, -1.057, 2.743], [0.668, -1.471, 3.891], [2.167, 2.155, -0.342], [2.730, 2.552, 0.323], [2.495, 2.502, -1.171], [0.715, -1.395, -3.147], [0.483, -2.313, -3.002], [0.586, -1.261, -4.086], [3.450, 2.296, 3.669], [2.913, 1.975, 4.393], [3.414, 1.597, 3.016], [-3.488, 0.864, 2.955], [-2.714, 0.758, 4.242], [-2.240, -0.535, 4.529], [-2.584, 0.802, 1.830], [-3.895, 1.870, 2.856], [-4.316, 0.165, 2.841], [-3.202, 1.215, 5.103], [-1.882, 1.458, 4.167], [-1.329, -0.598, 4.823], [-2.573, -0.104, 1.512], [1.487, 3.122, -4.856], [1.149, 1.619, -5.159], [-0.056, 1.540, -5.926], [1.854, 3.780, -6.025], [2.355, 3.210, -4.202], [0.692, 3.729, -4.422], [1.120, 1.052, -4.229], [1.904, 1.290, -5.873], [0.016, 2.193, -6.626], [2.741, 3.502, -6.263], [-4.940, 2.326, -2.057], [-4.187, 2.717, -0.715], [-3.600, 3.967, -0.707], [-6.166, 3.117, -2.059], [-5.212, 1.271, -2.086], [-4.257, 2.521, -2.884], [-3.506, 1.922, -0.409], [-4.961, 2.669, 0.051], [-3.806, 4.249, 0.188], [-5.864, 4.025, -2.144], [-0.352, 3.623, 1.266], [0.609, 3.097, 2.378], [0.625, 1.697, 2.371], [-1.691, 3.381, 1.737], [-0.169, 2.995, 0.394], [-0.289, 4.683, 1.020], [0.351, 3.497, 3.359], [1.577, 3.568, 2.205], [1.136, 1.492, 3.157], [-1.733, 2.439, 1.918], [1.451, -4.800, 2.559], [0.658, -5.716, 1.666], [-0.692, -5.263, 1.429], [0.865, -4.882, 3.907], [1.457, -3.801, 2.123], [2.505, -5.079, 2.537], [0.514, -6.635, 2.235], [1.156, -5.880, 0.711], [-1.206, -6.012, 1.119], [1.415, -4.317, 4.454]], "mulliken_charge": [0.971, -1.292, 0.711, -0.737, -1.043, 0.483, 0.009, 0.271, 0.210, -0.051, 0.498, -0.043, -0.582, -0.081, -0.630, 0.762, -0.298, -0.158, -0.271, -0.320, -0.885, 0.267, -0.026, 0.449, 0.337, 0.278, 0.294, 0.121, 0.086, 0.096, -0.434, 0.221, 0.217, -0.295, 0.115, 0.160, -0.298, 0.188, 0.135, -0.434, 0.186, 0.229, -0.660, 0.283, 0.314, -0.537, -0.315, -0.551, 0.752, 0.273, 0.506, 0.395, -0.074, 0.284, -0.236, -0.587, 0.539, -0.545, -0.555, 0.325, 0.265, -0.396, 0.314, 0.308, 0.347, -0.516, -0.073, -0.537, -0.558, 0.265, 0.287, 0.078, 0.412, 0.359, 0.317, -0.042, -0.900, 0.266, -0.521, -0.090, 0.466, 0.508, 0.362, -0.131, 0.089, 0.569, -0.862, -0.465, -0.593, -0.187, 0.309, 0.468, 0.252, 0.276, 0.329], "mol_weight_g_mol": 739.31, "lumo_ev": -1.26, "homo_ev": -7.39, "gap_ev": 6.1, "multiplicity": 1}

[4]
{"formula": "C13H14OS", "method": "ωB97M-V with the def2-TZVPD basis set", "species": ["C", "C", "C", "C", "C", "C", "C", "C", "C", "C", "C", "C", "C", "O", "S", "H", "H", "H", "H", "H", "H", "H", "H", "H", "H", "H", "H", "H", "H"], "positions_angstrom": [[3.753, -0.213, 0.261], [3.253, -1.432, -0.120], [2.996, 0.891, 0.356], [1.903, -1.515, -0.464], [1.599, 0.846, 0.073], [1.113, -0.415, -0.303], [-3.595, -0.823, -0.977], [-2.941, -0.601, 0.345], [-3.363, -1.812, -1.836], [0.695, 2.986, 0.749], [0.684, 1.942, -0.081], [-1.666, -0.348, 0.529], [-0.942, -0.029, 1.780], [-0.988, 0.354, -2.032], [-0.658, -0.682, -1.059], [4.789, -0.035, 0.309], [3.928, -2.344, -0.129], [3.385, 1.905, 0.625], [1.527, -2.447, -0.748], [-4.256, -0.024, -1.229], [-3.734, -0.578, 1.057], [-2.713, -2.642, -1.638], [-3.829, -1.834, -2.832], [1.587, 3.197, 1.331], [0.125, 3.814, 0.636], [-0.106, 1.780, -0.851], [-0.890, 1.062, 1.735], [-0.068, -0.576, 1.875], [-1.587, -0.427, 2.639]], "mulliken_charge": [-0.598, -0.557, -0.515, -0.512, 0.650, 0.419, -0.482, -0.411, -0.533, -1.084, -0.267, 0.882, -1.538, -0.620, 0.337, 0.386, 0.293, 0.262, 0.493, 0.305, 0.414, 0.297, 0.241, 0.264, 0.377, 0.425, 0.262, 0.433, 0.376], "relative_energy_kj_mol": 322.91, "mol_weight_g_mol": 218.32, "lumo_ev": 0.21, "homo_ev": -8.67, "gap_ev": 8.9, "multiplicity": 1}